1.
The ion C4H11N2OS with charge +1. Source: the Open Molecules 2025 dataset; level of theory: ωB97M-V/def2-TZVPD.

The geometry in XYZ format:
```
19
Properties=species:S:1:pos:R:3:lowdin_charge:R:1
C 1.1421 0.7093 -1.1735 -0.56
C -1.9216 -0.1376 1.2545 -0.16
C 0.6163 0.3653 0.2764 -0.13
C -1.0941 -0.4142 0.0265 -0.51
N 0.8968 1.9265 -1.5681 0.23
N 1.4176 -0.7275 0.7562 0.09
O 1.7435 -0.1585 -1.7155 0.09
S -0.8875 -2.2221 -0.2705 0.88
H -2.9222 -0.0183 0.8720 0.08
H -1.7456 0.8124 1.7694 0.08
H -2.0545 -0.8523 2.1189 0.11
H 0.4750 1.2257 0.9123 0.13
H -1.5211 0.1311 -0.7859 0.09
H 0.2679 2.4115 -1.0478 0.08
H 1.0482 2.3024 -2.5020 0.16
H 0.8336 -1.6661 0.6974 0.07
H 1.9310 -0.7756 1.7479 0.24
H 2.1081 -0.9788 0.0465 0.13
H -0.3333 -1.9331 -1.4148 -0.12
```

The energy above the lowest of the compared OMol25 structures with the same formula, charge and spin comes out at 170.65 kJ/mol. Its net charge is +1. The structure (SMILES) is C[C@H](S)[C@@H]([NH3+])C(N)=O. Its LUMO energy is -3.11 eV. The total energy is -20181.90474 eV. Its gap between HOMO and LUMO is 11.00 eV.

=====

2.
A structure of composition C27H38Cl2HgN3O6. Source: the Open Molecules 2025 dataset; level of theory: ωB97M-V/def2-TZVPD.

The geometry in XYZ format:
```
77
Properties=species:S:1:pos:R:3:lowdin_charge:R:1
O -0.6533 2.5155 -1.8891 -0.19
C -0.8843 1.5505 -2.7389 -0.49
C -2.3637 1.1253 -2.8120 -0.19
C -2.9904 0.4496 -1.7650 -0.06
H -2.4211 0.1734 -0.8692 0.10
C -4.3501 0.1279 -1.8853 -0.09
H -4.8534 -0.3737 -1.0553 0.10
C -5.0498 0.4291 -3.0594 -0.11
H -6.1007 0.1528 -3.1662 0.09
C -4.3822 1.0599 -4.1192 -0.10
H -4.8907 1.2656 -5.0587 0.09
C -3.0447 1.4254 -3.9829 -0.05
H -2.4962 1.9376 -4.7822 0.11
H -0.7103 2.0654 -3.7110 0.12
C 1.4227 0.7104 -3.5423 -0.09
C 0.1463 0.2601 -2.8849 -0.31
H 1.4993 0.3359 -4.5694 0.08
H 2.2954 0.3825 -2.9689 0.06
H 1.4715 1.8031 -3.6016 0.09
C -0.3973 -1.0022 -3.1744 -0.22
C 0.2694 -2.0430 -4.0285 -0.11
H -1.4348 -1.2106 -2.9068 0.11
H -0.2043 -2.1000 -5.0231 0.09
H 0.1769 -3.0352 -3.5610 0.07
H 1.3416 -1.8420 -4.1736 0.07
Hg 0.6618 -1.0454 -1.1412 1.14
Cl 1.3617 -3.3108 -0.3898 -0.02
C 2.9783 -1.6878 1.6977 -0.45
O 3.4656 -0.6293 1.3604 0.00
N 3.1984 -2.3580 2.8487 -0.19
C 4.2154 -1.8543 3.7429 -0.07
C 2.7087 -3.7132 3.0516 -0.06
H 2.2739 -2.2605 1.0254 -0.07
H 4.2814 -0.7700 3.6218 0.08
H 5.1956 -2.3036 3.5211 0.08
H 3.9453 -2.1173 4.7705 0.08
H 1.7235 -3.8147 2.5812 0.07
H 2.6406 -3.9123 4.1273 0.08
H 3.3909 -4.4515 2.5981 0.08
H -3.6446 3.5496 1.2061 0.08
H -2.1702 2.6031 3.4270 0.09
C -3.1216 2.7091 0.7234 -0.07
C -1.8273 1.8743 2.6749 -0.05
N -1.8353 2.4623 1.3517 -0.18
H -2.9521 2.9452 -0.3335 0.08
C -0.7138 3.0529 0.8725 -0.33
O 0.4246 2.8897 1.3259 -0.02
H -0.8128 1.5425 2.9128 0.08
H -0.9083 3.7086 0.0032 0.12
H -3.7519 1.8163 0.8092 0.08
H -2.5186 1.0240 2.6887 0.08
H 5.4728 3.2489 -0.5310 0.09
H 3.8052 5.2649 -0.2451 0.08
C 4.7850 2.9114 -1.3182 -0.05
C 3.1915 4.7755 -1.0149 -0.05
N 3.4322 3.3399 -1.0265 -0.19
H 4.8059 1.8216 -1.3904 0.09
C 2.4683 2.4271 -0.7584 -0.29
O 2.6071 1.2001 -0.8247 -0.05
H 2.1320 4.9630 -0.8122 0.09
H 1.5094 2.8879 -0.4699 0.10
H 5.1215 3.3669 -2.2582 0.08
H 3.4648 5.2115 -1.9864 0.08
Cl -2.9598 -5.8002 5.0216 0.64
C -2.3491 -4.4873 4.1034 -0.70
C -1.5923 -3.4817 4.7317 -0.11
C -1.0536 -2.4469 3.9605 -0.02
C -1.2666 -2.4053 2.5724 -0.13
C -2.0759 -3.3768 1.9723 -0.02
C -2.6111 -4.4248 2.7242 -0.11
C -0.5436 -1.3830 1.7020 -0.65
O 0.5020 -0.8873 2.1584 0.00
O -1.0789 -1.1455 0.5488 -0.18
H -1.4286 -3.5302 5.8068 0.10
H -0.4565 -1.6653 4.4275 0.12
H -2.2659 -3.3043 0.9027 0.11
H -3.2209 -5.1925 2.2544 0.10
```

The energy above the lowest of the compared OMol25 structures with the same formula, charge and spin comes out at 177.90 kJ/mol. Its net charge is -1. Its LUMO energy is 2.21 eV. The total energy is -74590.96792 eV. Its gap between HOMO and LUMO is 6.73 eV.

=====

3.
A structure of composition C8H15AlNOP. Source: the Open Molecules 2025 dataset; level of theory: ωB97M-V/def2-TZVPD.

The geometry in XYZ format:
```
27
Properties=species:S:1:pos:R:3:lowdin_charge:R:1
C 3.5404 -0.5699 0.3410 -0.19
C 3.6316 -1.9850 0.3859 -0.19
C 2.8135 -2.5258 -0.6458 -0.19
C 2.2613 -1.4513 -1.3894 -0.21
C 2.7032 -0.2260 -0.8028 -0.27
Al 0.6098 1.9469 -0.2594 0.24
P 1.0178 2.9837 1.7673 0.65
H 4.0058 0.1288 1.0361 0.05
H 4.2509 -2.5672 1.0716 0.07
H 2.7151 -3.5787 -0.8915 0.06
H 2.5721 0.7713 -1.2471 -0.02
H 1.5583 -1.5239 -2.2321 0.07
H 1.4328 4.3579 1.5552 -0.06
H 2.0047 2.4250 2.6782 -0.08
H -0.2108 3.0360 2.5186 -0.08
C -2.8012 -1.2206 0.5425 0.00
N -2.7686 -0.0738 -0.3638 -0.17
C -4.0083 0.5544 -0.8048 -0.02
C -1.6401 0.4565 -0.8434 -0.19
O -0.5717 0.5956 -0.1198 -0.19
H -3.8440 -1.5119 0.6393 0.08
H -2.4098 -0.9793 1.5365 0.10
H -2.2403 -2.0656 0.1306 0.11
H -4.1022 1.5645 -0.3832 0.10
H -4.0069 0.6391 -1.8959 0.10
H -4.8365 -0.0633 -0.4646 0.09
H -1.6769 0.8827 -1.8591 0.14
```

Its net charge is 0. Its LUMO energy is -0.68 eV. The total energy is -27957.26880 eV. Its gap between HOMO and LUMO is 4.92 eV.